Computed, not measured: the molecule C17H26N2O3S, with ωB97M-V/def2-TZVPD.

Positions of all 49 atoms, in Å:
C  2.463  0.527  3.735
H  2.529  1.196  2.871
O  2.056  -0.772  3.372
C  2.946  -1.441  2.503
C  2.756  -1.045  1.034
N  1.457  -1.460  0.561
C  1.296  -2.277  -0.506
O  2.227  -2.653  -1.187
C  -0.141  -2.684  -0.784
C  -0.556  -2.363  -2.224
C  -0.841  -0.885  -2.525
C  0.398  0.003  -2.395
C  0.051  1.453  -2.732
N  -1.001  1.914  -1.845
C  -0.673  2.720  -0.812
O  0.435  3.211  -0.702
C  -1.747  2.988  0.243
C  -1.852  1.789  1.133
C  -2.990  1.104  1.428
S  -2.699  -0.242  2.462
C  -1.015  0.118  2.503
C  -0.714  1.211  1.760
H  0.276  1.614  1.644
H  -0.356  -0.490  3.093
H  -3.992  1.306  1.105
H  -1.395  3.842  0.828
H  -2.709  3.243  -0.200
C  -2.217  1.152  -2.002
H  -3.012  1.554  -1.378
C  -1.965  -0.317  -1.656
H  -2.883  -0.890  -1.801
H  -1.688  -0.374  -0.603
H  -2.529  1.233  -3.051
H  0.917  2.102  -2.592
H  -0.299  1.536  -3.766
H  1.189  -0.355  -3.055
H  0.774  -0.027  -1.373
H  -1.173  -0.839  -3.571
H  -1.456  -2.936  -2.460
H  0.245  -2.706  -2.882
H  -0.181  -3.769  -0.661
H  -0.825  -2.239  -0.062
H  0.671  -1.193  1.135
H  3.500  -1.546  0.410
H  2.866  0.039  0.916
H  3.986  -1.257  2.805
H  2.725  -2.505  2.620
H  3.437  0.505  4.238
H  1.709  0.905  4.423

- orbital gap (Eh) = 0.3553
- net charge = 0
- relative energy (zero: lowest compared OMol25 entry of this formula, charge and spin) (kcal/mol) = 13.9
- SMILES = COCCNC(=O)CCC1CCN(C(=O)Cc2ccsc2)CC1
- HOMO level (eV) = -9.080
- lowest unoccupied orbital energy (eV) = 0.59